Below is C22H26N2O7 in the gas phase in a non-equilibrium geometry, with properties calculated with ωB97M-V/def2-TZVPD.

```
57
Properties=species:S:1:pos:R:3:lowdin_charge:R:1
C -3.22254 -3.75702 0.07985 -0.062
C -1.93913 -3.85476 0.89755 -0.225
O -1.26128 -2.61395 1.04367 -0.087
C -0.24602 -2.30612 0.17227 -0.207
C -0.14870 -2.82685 -1.11238 -0.008
C 0.85821 -2.43508 -1.97203 -0.032
C 1.82255 -1.51711 -1.57819 -0.225
C 2.90736 -1.12606 -2.55298 -0.126
C 3.59582 0.20119 -2.24269 -0.168
N 2.62151 1.25858 -2.11644 0.084
C 2.78239 2.50067 -2.59029 -0.468
O 3.73379 2.88287 -3.23437 0.071
C 1.62153 3.44870 -2.24377 -0.048
O 0.61912 2.82579 -1.45475 -0.013
C 0.70961 2.95633 -0.11911 -0.438
O 1.52569 3.64542 0.43655 0.135
C -0.31850 2.14731 0.58221 -0.101
C -0.45775 2.28624 1.96266 0.021
C -1.39936 1.54567 2.64422 -0.021
C -2.23984 0.64430 1.99342 -0.174
C -3.22834 -0.14618 2.77965 -0.031
C -2.08194 0.51434 0.60741 -0.094
N -2.89530 -0.37788 -0.17482 -0.325
O -3.98163 -0.70221 0.25681 0.076
O -2.45518 -0.73825 -1.24715 0.087
C -1.12851 1.24616 -0.08897 0.078
C 1.74694 -1.02053 -0.28588 0.035
C 0.73478 -1.39278 0.59315 -0.194
O 0.77751 -0.78297 1.81688 -0.047
C 0.39768 -1.51730 2.97072 -0.237
C 1.04140 -0.84270 4.17230 -0.052
H -3.02464 -3.38849 -0.92326 0.065
H -3.92589 -3.07693 0.55380 0.062
H -3.67903 -4.74090 0.01166 0.080
H -2.18131 -4.16003 1.92212 0.125
H -1.26037 -4.60070 0.46854 0.122
H -0.88521 -3.52959 -1.46435 0.110
H 0.88755 -2.84957 -2.96834 0.116
H 2.46778 -1.07555 -3.55182 0.122
H 3.66835 -1.91137 -2.57206 0.124
H 4.17965 0.12020 -1.31794 0.125
H 4.27783 0.48049 -3.04916 0.125
H 1.77694 1.02160 -1.61688 0.115
H 1.14471 3.78162 -3.16792 0.143
H 2.03770 4.31323 -1.71545 0.137
H 0.18756 2.98088 2.47843 0.128
H -1.49450 1.66041 3.71387 0.119
H -3.04323 -0.03411 3.84517 0.085
H -4.24125 0.18838 2.55894 0.093
H -3.17893 -1.20040 2.51271 0.076
H -1.04083 1.10562 -1.15567 0.137
H 2.48158 -0.33471 0.10615 0.129
H -0.69243 -1.52343 3.07546 0.104
H 0.74430 -2.55452 2.88558 0.134
H 0.74235 -1.34990 5.08526 0.078
H 0.73126 0.19728 4.21841 0.063
H 2.12391 -0.87436 4.08462 0.079
```

Its SMILES is CCOc1ccc(CCNC(=O)COC(=O)c2ccc(C)c([N+](=O)[O-])c2)cc1OCC. As for the HOMO energy: -0.3083 Eh. The calculation puts the LUMO energy at -0.53 eV. Its frontier orbital gap is 7.863 eV.

Below is C17H28N4O2S in the gas phase in a non-equilibrium geometry, with properties calculated with ωB97M-V/def2-TZVPD.

```
52
Properties=species:S:1:pos:R:3:lowdin_charge:R:1
C 8.97890 -1.26201 -0.69874 -0.081
C 7.66675 -0.80224 -0.07121 -0.450
C 7.86964 -0.44420 1.39772 -0.070
C 7.10945 0.40477 -0.84505 -0.185
C 5.76790 0.79774 -0.35895 -0.593
N 5.49307 1.91661 0.20533 -0.002
N 4.22490 2.05004 0.57859 0.003
C 3.50820 1.01408 0.29710 -0.584
N 2.17328 0.92481 0.58944 0.112
C 1.41684 -0.17043 0.26950 -0.491
O 1.89254 -1.13414 -0.28517 0.013
C -0.04203 -0.03042 0.63600 -0.089
C -0.75441 0.85672 -0.39642 -0.090
C -2.20557 1.03804 0.04033 -0.507
O -2.53959 1.90114 0.82338 0.066
N -3.05568 0.13641 -0.48565 0.091
C -4.47219 0.09323 -0.16247 -0.305
C -4.78969 -1.25212 0.49806 -0.154
C -6.13688 -1.29388 1.21440 -0.202
C -7.33645 -0.90704 0.34968 -0.203
C -7.39571 0.59359 0.05680 -0.206
C -6.63072 1.03703 -1.19359 -0.196
C -5.30081 0.31875 -1.43267 -0.149
S 4.37487 -0.27880 -0.49125 1.141
H 9.37557 -2.11868 -0.15923 0.076
H 8.83183 -1.54977 -1.73728 0.075
H 9.71621 -0.46294 -0.66323 0.082
H 6.93748 -1.61781 -0.14033 0.119
H 6.93675 -0.11322 1.84769 0.072
H 8.59549 0.36019 1.49344 0.086
H 8.23280 -1.30605 1.95269 0.078
H 7.77624 1.26083 -0.73067 0.127
H 7.04238 0.14923 -1.90553 0.117
H 1.76738 1.72499 1.05476 0.161
H -0.49036 -1.02504 0.64263 0.128
H -0.14598 0.41437 1.62718 0.130
H -0.28690 1.84205 -0.42756 0.123
H -0.69206 0.40274 -1.38616 0.123
H -2.71178 -0.56452 -1.12289 0.151
H -4.62890 0.91227 0.54490 0.149
H -4.00729 -1.47095 1.22957 0.116
H -4.75786 -2.03498 -0.26532 0.117
H -6.10111 -0.62800 2.07946 0.115
H -6.28438 -2.30948 1.58994 0.109
H -8.24022 -1.18880 0.89495 0.107
H -7.33025 -1.47476 -0.58168 0.113
H -7.01456 1.12982 0.92757 0.108
H -8.43787 0.89518 -0.06899 0.106
H -7.25708 0.87968 -2.07472 0.109
H -6.44679 2.11018 -1.11382 0.111
H -4.71402 0.92152 -2.13020 0.115
H -5.48134 -0.64574 -1.91232 0.110
```

Its SMILES is CC(C)Cc1nnc(NC(=O)CCC(=O)NC2CCCCCC2)s1. As for the HOMO energy: -0.3322 Eh. The calculation puts the LUMO energy at 0.58 eV. Its frontier orbital gap is 9.623 eV.

Below is a molecular structure, C3H7Ag2FO in a non-equilibrium geometry, with properties calculated with ωB97M-V/def2-TZVPD.

```
14
Properties=species:S:1:pos:R:3:lowdin_spin:R:1
Ag -6.14852 0.43325 21.24758 0.153
Ag -7.22599 -2.62383 22.72732 0.043
F -7.26048 -0.20161 23.23740 0.819
C -3.46183 2.53944 22.35513 0.197
C -3.69230 1.32044 23.33860 0.336
C -4.22010 1.86149 24.65977 0.155
O -4.35841 0.21604 22.82026 1.092
H -3.07718 2.24373 21.37907 0.004
H -2.90595 3.33178 22.85644 0.008
H -4.42697 3.02673 22.21679 0.022
H -2.66997 1.01568 23.56236 0.119
H -3.67510 2.74352 24.99609 0.010
H -4.15208 1.17345 25.50243 0.021
H -5.26265 2.16185 24.55509 0.021
```

As for the HOMO energy (spin up / spin down): -0.9215 / -0.9218 Eh. As for the multiplicity: 4. The calculation puts the LUMO energy (spin up / spin down) at -14.47 / -18.68 eV. As for the charge: +3. As for the expectation value of S²: 3.77. Its frontier orbital gap (spin up / spin down) is 10.600 / 6.407 eV.

Below is C5H8N2 in the gas phase in a non-equilibrium geometry, with properties calculated with ωB97M-V/def2-TZVPD.

```
15
Properties=species:S:1:pos:R:3:lowdin_charge:R:1
C -0.50558 -0.61420 1.00984 -0.011
C 0.08261 -0.18598 -0.27914 -0.534
C -0.55262 1.11259 -0.83792 -0.129
C -1.01072 1.93826 0.32388 -0.125
N -1.11003 1.31736 1.37974 0.120
C 1.50288 -0.46506 -0.58129 -0.128
N 0.44402 -1.13302 -1.34157 0.049
H -1.41394 -1.22221 0.93364 0.075
H 0.20115 -1.04204 1.73548 0.076
H -1.08909 0.80889 2.23304 0.091
H -1.44489 0.87756 -1.43342 0.116
H 0.13203 1.64950 -1.50325 0.104
H 2.07083 -1.04573 0.14448 0.105
H 2.09413 0.24369 -1.15851 0.102
H 0.32128 -2.08323 -1.00139 0.091
```

As for the HOMO energy: -0.2774 Eh. The calculation puts the LUMO energy at 0.66 eV. Its frontier orbital gap is 8.206 eV.